The following is a quantum chemistry calculation of C36H39AuN2O2P2S2 as an isolated structure, from the Open Molecules 2025 dataset.

Structure (XYZ):
```
84
Properties=species:S:1:pos:R:3:forces:R:3:mulliken_charge:R:1
Au -1.0512 0.2643 1.7798 -0.3 0.0 0.3 1.148
O -2.1962 -0.0714 -0.8364 -0.1 -0.2 0.0 -1.027
P -3.3128 -0.9644 -0.4185 0.1 0.1 -0.1 1.714
C -3.1562 -2.2911 2.5316 0.0 0.0 -0.1 -0.634
P -1.4753 -2.3195 3.2277 0.1 0.0 -0.2 0.759
O -0.5802 -1.7512 2.1119 0.1 0.0 0.3 -0.186
C -1.4540 -1.2932 4.6822 0.0 0.0 0.0 0.975
C -0.2001 -0.8724 5.1344 0.0 0.0 0.0 -0.789
C -0.1113 -0.0822 6.2673 0.0 0.0 0.0 -0.673
C -1.2650 0.2844 6.9513 0.0 0.0 0.0 -0.646
C -2.5114 -0.1352 6.5064 0.0 0.0 0.0 -0.748
C -2.6101 -0.9259 5.3710 0.0 0.0 0.0 -0.408
C -1.0246 -3.9870 3.5993 0.0 -0.1 -0.1 0.173
C -1.5884 -4.6279 4.7043 0.0 0.0 0.0 -0.561
C -1.2793 -5.9544 4.9494 0.0 0.0 0.0 -0.778
C -0.4093 -6.6302 4.1013 0.0 0.0 0.0 -0.492
C 0.1570 -5.9880 3.0083 0.0 0.0 0.0 -0.837
C -0.1523 -4.6628 2.7460 0.0 0.0 0.0 -0.132
C -2.9994 -2.6916 -0.6462 0.0 0.0 0.0 -0.169
C -4.0250 -3.6375 -0.5443 0.0 0.0 0.0 -0.211
C -3.7292 -4.9804 -0.7024 0.0 0.0 0.0 -0.687
C -2.4211 -5.3742 -0.9654 0.0 0.0 0.0 -0.542
C -1.4046 -4.4341 -1.0707 0.0 0.0 0.0 -0.643
C -1.6866 -3.0865 -0.9064 0.0 0.0 0.0 -0.308
C -4.9319 -0.5478 -1.0252 -0.1 0.0 0.0 0.480
C -5.7742 0.3489 -0.3655 0.0 0.0 0.0 -0.384
C -6.9755 0.7177 -0.9475 0.0 0.0 0.0 -0.898
C -7.3371 0.1968 -2.1833 0.0 0.0 0.0 -0.442
C -6.5003 -0.6913 -2.8447 0.0 0.0 0.0 -0.789
C -5.2967 -1.0668 -2.2711 0.0 0.0 0.0 -0.442
H -3.1615 -3.0480 1.7460 0.0 0.0 0.0 0.149
H -3.9480 -2.5238 3.2408 0.0 0.1 0.0 0.822
H 0.6988 -1.1612 4.6002 0.0 0.0 0.0 0.510
H 0.8575 0.2410 6.6242 0.0 0.0 0.0 0.485
H -1.1910 0.8944 7.8419 0.0 0.0 0.0 0.458
H -3.4049 0.1455 7.0473 0.0 0.0 0.0 0.468
H -3.5884 -1.2493 5.0377 0.0 0.0 0.0 0.347
H -2.2443 -4.0918 5.3812 0.0 0.0 0.0 0.402
H -1.7054 -6.4594 5.8052 0.0 0.0 0.0 0.436
H -0.1645 -7.6648 4.3013 0.0 0.0 0.0 0.423
H 0.8446 -6.5194 2.3643 0.0 0.0 0.0 0.465
H 0.2880 -4.1460 1.9023 0.0 0.0 0.0 0.469
H -5.0451 -3.3242 -0.3546 0.0 0.0 0.0 0.511
H -4.5159 -5.7191 -0.6334 0.0 0.0 0.0 0.449
H -2.1967 -6.4242 -1.0994 0.0 0.0 0.0 0.470
H -0.3942 -4.7506 -1.2927 0.0 0.0 0.0 0.503
H -0.9077 -2.3398 -0.9908 0.0 0.0 0.0 0.415
H -5.5083 0.7524 0.6039 0.0 0.0 0.0 0.426
H -7.6351 1.4041 -0.4343 0.0 0.0 0.0 0.438
H -8.2793 0.4825 -2.6318 0.0 0.0 0.0 0.422
H -6.7846 -1.0926 -3.8078 0.0 0.0 0.0 0.430
H -4.6449 -1.7566 -2.7929 0.0 0.0 0.0 0.472
C -0.4639 5.0396 3.4326 0.0 0.0 0.0 -1.509
C -1.4609 4.5154 2.4169 0.0 0.0 0.0 -0.198
N -1.4577 3.0391 2.4569 0.0 0.0 0.0 -0.133
C -1.5725 2.1862 1.4579 0.0 0.0 -0.2 0.149
S -3.4537 -0.6535 1.7781 0.2 0.0 0.0 -0.437
N -2.0183 2.4581 0.2547 -0.2 0.0 0.1 0.235
C -2.8488 3.5859 -0.2178 0.1 0.0 0.0 -0.627
C -2.1371 4.4075 -1.2762 0.0 0.0 0.0 -1.181
H -0.4997 6.1272 3.4563 0.0 0.0 0.0 0.420
H 0.5510 4.7337 3.1793 0.0 0.0 0.0 0.322
H -0.7012 4.6811 4.4363 0.0 0.0 0.0 0.427
H -1.1788 4.8245 1.4120 0.0 0.0 0.0 0.121
H -2.4634 4.8875 2.6295 0.0 0.0 0.0 0.323
H -1.1293 2.6443 3.3264 0.0 0.0 0.0 0.321
H -1.9776 1.6668 -0.3900 0.0 0.0 0.0 0.300
H -3.1468 4.1902 0.6330 0.0 0.0 0.0 0.437
H -3.7562 3.1385 -0.6266 0.0 0.0 0.0 0.310
H -1.2626 4.9149 -0.8686 0.0 0.0 0.0 0.292
H -2.8148 5.1599 -1.6775 0.0 0.0 0.0 0.405
H -1.8082 3.7752 -2.1011 0.0 0.0 0.0 0.330
S 1.0305 1.2053 2.0684 0.1 0.0 -0.2 -0.245
C 2.1114 -0.1875 2.0231 -0.1 0.0 0.2 0.619
C 2.9121 -0.4055 3.1429 0.0 -0.1 0.0 -0.792
C 3.8506 -1.4274 3.1281 0.0 0.0 0.0 -0.602
C 3.9664 -2.2466 2.0150 0.0 0.0 0.0 -0.593
C 3.1595 -2.0314 0.9036 0.0 0.0 0.0 -0.551
C 2.2412 -0.9953 0.8965 0.1 0.0 -0.1 -0.199
H 2.8103 0.2307 4.0134 0.0 0.0 0.0 0.511
H 4.4869 -1.5837 3.9889 0.0 0.0 0.0 0.419
H 4.6942 -3.0469 2.0073 0.0 0.0 0.0 0.441
H 3.2661 -2.6578 0.0276 0.0 0.0 0.0 0.455
H 1.6378 -0.8048 0.0175 0.0 0.0 0.0 0.435
```
Positions in Å, forces in eV/Å.

As for the highest occupied orbital energy: -13.373 eV. As for the maximum force: 0.36 eV/Å. For the orbital gap, the calculation gives 0.2536 hartree. The calculation puts the total energy at -88970.6072 eV. For the energy above the lowest of the compared OMol25 structures with the same formula, charge and spin, the calculation gives 0.00 kcal per mole. As for the LUMO energy: -6.47 eV. As for the total charge: +2.

***

The following is a quantum chemistry calculation of C32H46AsIrN3O3S2Si2 as an isolated structure in a non-equilibrium geometry, from the Open Molecules 2025 dataset.

Structure (XYZ):
```
90
Properties=species:S:1:pos:R:3:forces:R:3:mulliken_spin:R:1
Ir 0.0147 -0.4714 0.3839 -0.9 -0.9 0.0 0.003
C 1.2578 -8.4492 0.4308 0.0 0.0 0.0 0.000
O 1.3223 -7.0701 0.1144 0.0 0.0 0.0 0.000
C 2.2953 -6.6571 -0.7401 0.0 0.0 0.1 0.000
C 3.2209 -7.4836 -1.3532 0.0 0.0 0.0 0.000
C 4.1670 -6.9454 -2.2210 0.0 0.0 0.0 0.000
C 4.1724 -5.5897 -2.4876 0.0 0.0 0.0 0.000
C 3.2374 -4.7573 -1.8817 0.0 0.0 0.0 0.000
C 2.3078 -5.2763 -0.9933 0.1 0.1 0.0 0.000
N 1.3044 -4.5147 -0.3682 -0.1 -0.1 0.0 0.000
C 1.3225 -3.1809 -0.0611 -0.1 -0.3 0.0 -0.001
N 2.5320 -2.6466 0.1329 0.3 -0.2 -0.2 0.000
C 2.9426 -1.3151 0.2317 0.0 0.2 0.1 -0.001
C 2.0757 -0.2527 0.4410 -0.3 0.0 -0.4 -0.048
C 2.6573 1.0266 0.5181 0.0 0.1 0.1 0.013
C 4.0147 1.2238 0.3970 -0.1 0.0 0.0 -0.003
C 4.8687 0.1372 0.1890 0.0 0.0 0.0 0.001
C 4.3334 -1.1294 0.1172 0.2 0.1 0.0 -0.001
O 5.0642 -2.2754 -0.0663 -0.1 0.0 0.0 0.000
C 6.4592 -2.1496 -0.2666 0.0 0.0 0.0 0.000
N 0.2003 -2.5258 0.0953 0.4 1.8 0.2 0.000
C -1.0417 -3.2059 -0.0683 -0.3 -0.1 -0.1 0.001
C -1.8044 -2.9272 -1.1996 0.0 -0.1 -0.1 0.001
C -3.0260 -3.5348 -1.4170 0.0 -0.1 0.0 0.001
C -3.4990 -4.4615 -0.4970 0.1 0.0 0.0 0.000
C -2.7586 -4.7412 0.6359 0.0 0.0 0.0 0.000
C -1.5417 -4.1082 0.8797 0.0 0.1 0.1 -0.002
O -0.9133 -4.5019 2.0241 0.1 -0.1 -0.1 0.000
C -0.0591 -3.6148 2.7466 0.1 0.1 0.1 0.000
H 0.4520 -8.5500 1.1517 0.0 0.0 0.0 0.000
H 2.1908 -8.7973 0.8797 0.0 0.0 0.0 0.000
H 1.0332 -9.0510 -0.4529 0.0 0.0 0.0 0.000
H 3.2137 -8.5479 -1.1680 0.0 0.0 0.0 0.000
H 4.8863 -7.6002 -2.6941 0.0 0.0 0.0 0.000
H 4.8881 -5.1715 -3.1823 0.0 0.0 0.0 0.000
H 3.2220 -3.7029 -2.1234 0.0 0.0 0.0 0.000
H 0.4682 -5.0237 -0.1228 0.0 0.0 0.0 0.000
H 3.3103 -3.2882 0.0627 -0.1 -0.1 0.0 0.000
H 2.0160 1.8864 0.6802 0.0 -0.1 0.0 0.038
H 4.4270 2.2224 0.4621 0.0 0.0 0.0 0.000
H 5.9318 0.2984 0.0843 0.0 0.0 0.0 0.000
H 6.9358 -1.6150 0.5576 0.0 0.0 0.0 0.000
H 6.6774 -1.6338 -1.2050 0.0 0.0 0.0 0.000
H 6.8447 -3.1645 -0.3068 0.0 0.0 0.0 0.000
H -1.4057 -2.2222 -1.9176 0.0 0.1 0.1 0.000
H -3.6008 -3.2894 -2.3003 0.0 0.0 0.0 0.000
H -4.4437 -4.9649 -0.6562 0.0 0.0 0.0 0.000
H -3.1051 -5.4562 1.3705 0.0 0.0 0.0 0.000
H -0.1919 -3.8630 3.7975 0.0 0.0 0.0 0.000
H -0.3263 -2.5737 2.5894 -0.1 -0.1 0.0 0.000
H 0.9879 -3.7674 2.4742 0.0 -0.1 0.0 0.000
C -4.2071 0.1484 -1.4749 0.2 0.0 0.1 0.000
C -3.0354 -0.0567 -0.5441 -0.5 0.4 -0.4 -0.005
S -1.4733 0.4456 -1.1379 0.9 -0.9 1.3 0.027
C -3.1843 -0.5541 0.6831 -0.6 0.1 0.5 0.005
C -4.5229 -1.0202 1.2011 0.1 0.2 0.1 0.000
S -1.8567 -0.5716 1.8105 0.9 0.0 -1.4 0.002
H -3.9051 0.7348 -2.3436 0.0 0.0 0.0 0.000
H -5.0200 0.6740 -0.9695 0.0 0.0 0.0 0.000
H -4.5987 -0.8089 -1.8321 0.0 0.0 0.0 0.000
H -5.1490 -0.1687 1.4854 0.0 0.0 0.0 0.000
H -4.3877 -1.6495 2.0804 -0.1 0.0 0.0 0.000
H -5.0563 -1.5954 0.4426 0.0 0.0 0.0 0.000
C 3.4667 4.7615 -1.1001 -0.1 -0.2 0.1 0.023
Si 1.7228 5.4658 -1.0173 0.4 0.4 -0.4 -0.095
C 1.0786 5.5482 -2.7844 -0.2 -0.1 0.1 0.018
C 1.8653 7.2330 -0.3787 -0.2 -0.1 0.2 0.040
As 0.4814 4.1718 0.4931 0.0 0.0 0.0 1.001
Si -1.6743 4.4726 -0.3934 -0.7 0.1 -0.2 -0.101
C -1.9137 3.8513 -2.1597 0.3 -0.1 0.0 0.033
C -2.1314 6.3036 -0.3860 0.3 0.0 0.1 0.026
C -2.8474 3.5728 0.7649 0.2 -0.1 0.1 0.015
H 4.1224 5.3877 -1.7098 -0.1 0.0 0.0 0.000
H 3.4609 3.7571 -1.5306 0.0 0.0 0.0 0.001
H 3.9042 4.6925 -0.1009 0.0 0.0 0.0 0.000
H 1.7992 6.0466 -3.4369 0.1 0.0 0.1 0.000
H 0.1380 6.1003 -2.8366 0.0 0.0 0.0 -0.001
H 0.8993 4.5479 -3.1834 0.0 0.0 0.0 -0.001
H 2.4584 7.8499 -1.0581 0.0 -0.1 -0.1 0.002
H 2.3443 7.2560 0.6024 0.0 0.0 0.0 0.001
H 0.8810 7.6960 -0.2789 0.0 0.0 0.0 0.000
H -1.8935 4.6752 -2.8755 0.0 0.0 0.0 0.000
H -2.8708 3.3347 -2.2604 0.0 0.0 0.1 0.002
H -1.1342 3.1432 -2.4416 0.0 0.0 0.0 0.000
H -1.4913 6.8719 -1.0656 0.0 0.0 0.0 -0.005
H -2.0095 6.7261 0.6142 0.0 0.0 0.0 0.006
H -3.1678 6.4595 -0.6949 0.0 -0.1 0.0 -0.001
H -2.5282 2.5348 0.8941 -0.1 0.0 0.0 -0.007
H -3.8757 3.5737 0.3952 0.0 0.0 -0.1 -0.001
H -2.8429 4.0450 1.7506 0.0 0.0 0.0 0.012
```
Positions in Å, forces in eV/Å.

As for the highest occupied orbital energy (alpha / beta): -6.712 / -6.720 eV. As for the maximum force: 1.81 eV/Å. The spin multiplicity is 2. For the orbital gap (alpha / beta), the calculation gives 0.2283 / 0.2115 hartree. The calculation puts the total energy at -145647.1585 eV. For the energy above the lowest of the compared OMol25 structures with the same formula, charge and spin, the calculation gives 11.99 kcal per mole. As for the LUMO energy (alpha / beta): -0.50 / -0.97 eV. Its expectation value of S² is 0.75.

***

- Which of these has the highest energy above the lowest of the compared OMol25 structures with the same formula, charge and spin?
  C32H46AsIrN3O3S2Si2